# 1
{"formula": "C6H15AgF6N7O11S2", "method": "ωB97M-V/def2-TZVPD", "multiplicity": 2, "gap_ha": [0.2038, 0.1599], "symbols": ["Ag", "C", "F", "F", "F", "S", "O", "O", "N", "S", "O", "O", "C", "F", "F", "F", "O", "C", "O", "O", "H", "O", "H", "H", "C", "O", "N", "N", "H", "H", "H", "H", "C", "O", "N", "N", "H", "H", "H", "H", "C", "O", "N", "N", "H", "H", "H", "H"], "coordinates": [[0.62959, -0.17473, 0.36404], [-5.30756, 0.32050, 2.45910], [-5.15622, 1.43500, 3.15367], [-4.63447, -0.64843, 3.16396], [-6.57210, -0.01992, 2.40303], [-4.57256, 0.68658, 0.63411], [-4.30316, -0.69578, 0.19937], [-5.55191, 1.31545, -0.26621], [-3.07109, 1.58510, 0.93980], [-3.63754, 3.05352, 0.70483], [-3.34736, 3.65927, -0.60674], [-4.91268, 3.38642, 1.29746], [-2.55824, 4.05201, 1.88882], [-2.88948, 5.30406, 1.79162], [-2.55875, 3.68077, 3.17163], [-1.28647, 4.12968, 1.44685], [5.78914, -3.28997, 1.77451], [5.78090, -2.01832, 1.35338], [6.68135, -1.25824, 1.70424], [4.84495, -1.49531, 0.68147], [6.63310, -3.16416, 2.21441], [1.50414, 1.65281, 3.54971], [1.47326, 2.60931, 3.56924], [1.35355, 1.38926, 4.45750], [-0.24881, -1.53210, -4.85968], [-0.12422, -1.80239, -3.68573], [0.55946, -1.80333, -5.86851], [-1.36789, -0.97293, -5.22294], [1.45529, -2.19459, -5.61454], [0.31384, -1.79268, -6.84813], [-1.45346, -0.63221, -6.16988], [-2.09689, -0.87769, -4.53043], [0.12906, -4.33266, 4.10343], [0.02804, -3.22921, 3.63941], [-0.78688, -5.16385, 4.60930], [1.26439, -4.79116, 4.32143], [-0.59405, -6.04150, 5.07046], [-1.74449, -4.87933, 4.46057], [2.00849, -4.52742, 3.69147], [1.04506, -5.73434, 4.60847], [3.01714, 2.96432, -3.82906], [2.21557, 2.56129, -2.97838], [4.04689, 2.23717, -4.17800], [3.02287, 4.10050, -4.56574], [4.06500, 1.38339, -3.63873], [4.81427, 2.63419, -4.70106], [3.79382, 4.12304, -5.21783], [2.30711, 4.80858, -4.64570]], "atomic_forces_ev_per_a": [[-0.4, 0.2, 0.1], [1.5, 0.6, 0.0], [-0.3, 0.1, 0.3], [-0.5, 0.7, -1.4], [-0.3, -0.1, -0.3], [0.0, -2.9, -1.5], [0.7, 1.7, 1.1], [1.5, -0.3, 2.1], [-3.5, -1.7, -0.8], [0.8, 4.0, -0.6], [-0.1, -1.4, 1.9], [0.1, -0.5, -0.1], [1.2, -0.3, -1.2], [-2.0, 1.7, 0.5], [-0.1, -0.3, -0.3], [1.2, -1.5, 0.1], [-0.3, 1.3, -0.9], [-1.3, -0.2, 0.1], [0.2, 0.7, -0.4], [0.5, -0.5, 0.2], [0.8, -1.4, 1.0], [0.1, -0.3, -0.4], [-0.1, 0.3, -0.1], [-0.1, -0.2, 0.2], [-1.2, -0.4, 1.3], [1.8, -0.7, 1.5], [3.0, -0.9, -1.3], [-2.9, 1.7, -1.7], [-0.2, 0.0, -0.3], [-0.1, 0.1, 0.5], [-0.6, 0.1, 0.4], [0.2, 0.2, -0.4], [-3.3, 3.0, -0.1], [-2.1, 2.1, -1.6], [-3.9, 0.0, 0.0], [6.9, -4.2, 1.3], [-0.2, 0.4, -0.2], [0.0, -0.3, 0.3], [0.1, -0.4, 0.4], [2.6, -0.5, -0.3], [-2.6, 0.7, 1.2], [0.3, 0.9, -0.8], [2.2, -2.5, -0.1], [-0.2, 1.3, -0.5], [0.8, 0.0, -0.4], [0.0, -0.7, 0.4], [-0.6, 0.6, -0.1], [0.1, -0.5, 0.4]], "lowdin_charge": [0.967, -0.618, 0.117, 0.093, 0.162, 0.695, -0.369, -0.321, -0.306, 0.538, -0.311, -0.322, -0.701, 0.148, 0.130, 0.079, 0.179, -0.732, 0.202, 0.226, 0.125, -0.061, 0.034, 0.035, -0.787, 0.014, 0.160, 0.158, 0.112, 0.110, 0.109, 0.128, -0.835, 0.044, 0.157, 0.164, 0.110, 0.121, 0.135, 0.108, -0.725, 0.004, 0.137, 0.151, 0.119, 0.109, 0.092, 0.116]}

# 2
{"formula": "C27H42Cl26FIN3O7S2", "method": "ωB97M-V/def2-TZVPD", "gap_ha": 0.3107, "total_charge": 1, "symbols": ["C", "C", "O", "C", "C", "C", "S", "O", "O", "F", "C", "I", "C", "Cl", "C", "C", "C", "S", "C", "N", "C", "N", "N", "C", "C", "O", "Cl", "C", "C", "C", "O", "C", "C", "O", "O", "H", "H", "H", "H", "H", "H", "H", "H", "H", "H", "H", "H", "H", "H", "H", "H", "H", "H", "H", "H", "H", "H", "H", "H", "H", "H", "H", "H", "H", "H", "H", "H", "H", "H", "C", "Cl", "Cl", "Cl", "H", "C", "Cl", "Cl", "Cl", "H", "C", "Cl", "Cl", "Cl", "H", "C", "Cl", "Cl", "Cl", "H", "C", "Cl", "Cl", "Cl", "H", "C", "Cl", "Cl", "Cl", "H", "C", "Cl", "Cl", "Cl", "H", "C", "Cl", "Cl", "Cl", "H"], "coordinates": [[-4.92430, -1.80606, -3.43607], [-3.71124, -1.84191, -2.49463], [-2.52364, -1.35702, -3.11036], [-2.46284, 0.05917, -3.20500], [-1.37387, 0.74197, -2.36585], [0.15675, 0.52945, -2.60279], [0.09976, 0.54112, -4.44651], [-0.36926, -0.71377, -4.89806], [-0.57298, 1.70359, -4.88651], [1.59818, 0.64156, -4.94180], [0.96211, 1.74612, -1.86785], [-0.12925, 2.20299, 0.04460], [1.17156, 3.21641, -2.42003], [1.56914, 3.41687, -4.18038], [0.17746, 4.36692, -2.13553], [-1.24561, 4.26217, -2.65522], [2.37743, 1.16232, -1.45066], [3.80462, 1.76490, -2.53771], [3.14213, 1.66488, -0.15883], [2.62002, 1.47053, 1.18940], [2.62903, 2.73301, 1.96669], [2.20904, -0.47204, -1.65025], [2.91145, -0.73151, -2.92884], [3.04439, -1.40142, -0.80439], [2.98425, -1.45057, 0.71609], [2.14077, -1.15397, 1.48184], [4.48993, -2.19766, 1.32746], [0.74928, -0.79493, -1.94941], [0.15138, -1.09219, -0.52278], [-1.27227, -1.56900, -0.26779], [-1.25642, -2.29166, 0.97488], [0.47249, -2.17064, -2.62913], [1.30895, -2.87687, -3.68985], [1.13672, -2.94861, -4.86233], [2.32801, -3.63237, -3.08341], [-5.52401, -0.90998, -3.27689], [-5.53629, -2.68792, -3.25624], [-4.59164, -1.82287, -4.47290], [-3.92883, -1.30754, -1.56424], [-3.51189, -2.88476, -2.24416], [-2.48197, 0.33738, -4.25666], [-3.40355, 0.46293, -2.81483], [-1.53935, 1.80291, -2.54418], [-1.65697, 0.57871, -1.33832], [2.08854, 3.56582, -1.95151], [0.29955, 4.80755, -1.15212], [0.59963, 5.18615, -2.72999], [-1.25143, 3.77352, -3.63235], [-1.92213, 3.72186, -1.99226], [-1.67258, 5.25102, -2.80986], [3.27227, 1.88168, -3.76167], [4.12211, 1.17252, -0.20790], [3.38362, 2.71409, -0.30521], [3.24810, 0.87461, 1.71182], [3.64988, 3.08197, 2.14800], [2.18867, 2.50913, 2.94011], [2.01683, 3.49017, 1.48586], [2.25478, -0.71553, -3.70162], [3.26769, -1.67834, -2.91348], [4.07550, -1.12768, -1.02083], [2.85254, -2.43212, -1.11455], [0.36126, -0.27569, 0.16310], [0.72612, -1.92921, -0.12745], [-1.66799, -2.28090, -0.98275], [-2.01551, -0.78271, -0.12935], [-0.88374, -1.71360, 1.65332], [-0.53703, -2.09477, -3.03955], [0.38840, -2.95134, -1.86945], [3.07407, -3.61885, -3.70016], [6.19353, -4.85481, 4.34210], [4.98413, -5.98038, 3.72385], [7.57434, -5.71286, 5.01213], [6.71466, -3.73962, 3.06677], [5.73424, -4.26590, 5.13087], [-4.87137, 4.32738, -0.94960], [-4.73822, 2.57030, -1.13451], [-3.65039, 4.91681, 0.17668], [-4.73588, 5.12712, -2.51520], [-5.84708, 4.54821, -0.53702], [4.60892, -4.56576, 8.39069], [5.17820, -3.33832, 7.24312], [2.85386, -4.50895, 8.53016], [5.15228, -6.16863, 7.91449], [5.03460, -4.33322, 9.35773], [1.12957, -6.45460, -1.75659], [1.27314, -8.11551, -1.20035], [-0.29502, -6.23925, -2.77362], [1.08040, -5.33516, -0.38680], [2.00179, -6.21455, -2.34947], [-1.38107, 8.28341, -1.43257], [-0.58329, 6.94179, -0.58873], [-0.87087, 8.37970, -3.11479], [-3.12417, 8.07394, -1.29501], [-1.09694, 9.20163, -0.93604], [-4.54624, 3.62363, 3.94259], [-6.14111, 2.88272, 3.82948], [-3.38540, 2.74632, 2.93851], [-4.61278, 5.32862, 3.49094], [-4.21573, 3.56023, 4.97095], [-0.73061, -0.45799, 4.68753], [0.01312, 0.51441, 5.95344], [-2.48088, -0.48940, 4.85361], [-0.25120, 0.14547, 3.08578], [-0.36506, -1.47230, 4.78108], [-5.10604, -2.91092, 7.47013], [-5.10122, -1.39257, 6.56767], [-6.74899, -3.50104, 7.69743], [-4.10838, -4.11861, 6.65712], [-4.67668, -2.72131, 8.44473]], "atomic_forces_ev_per_a": [[0.3, 0.2, 0.3], [-0.4, -0.5, -0.5], [0.4, 0.3, 0.4], [-0.9, -0.3, -0.2], [-0.6, -0.1, -0.7], [0.3, 0.6, 0.7], [-0.7, 0.2, -0.6], [0.5, -0.2, 0.2], [0.2, 0.2, 0.1], [0.0, -0.1, 0.1], [0.4, -0.5, 0.5], [-0.1, 0.4, -0.2], [-0.4, 0.6, 0.0], [0.0, 0.0, 0.1], [0.3, 0.7, -1.1], [-0.2, -0.3, 0.1], [0.8, 0.8, -1.1], [-0.1, -0.2, 0.2], [0.0, -1.1, 1.2], [0.2, 0.8, 0.0], [-0.1, -0.7, 0.3], [1.2, 0.0, -2.4], [0.1, -0.2, -0.2], [0.0, 0.3, 1.3], [0.1, -0.2, 0.6], [0.0, -0.1, -0.2], [-0.3, 0.2, -0.4], [-1.5, -0.7, 1.8], [0.1, 0.4, 0.0], [-0.5, -0.5, 1.1], [0.3, 0.0, -0.3], [-0.3, -0.6, -0.7], [0.2, -0.4, 0.0], [0.2, 0.3, 0.1], [0.1, 1.0, 0.2], [-0.1, 0.0, -0.1], [-0.2, 0.1, 0.0], [0.0, -0.1, 0.0], [0.1, 0.0, 0.0], [0.2, 0.1, 0.1], [0.3, 0.0, 0.0], [0.1, 0.2, 0.1], [0.0, 0.0, 0.0], [0.4, -0.2, 0.1], [0.1, -0.3, 0.1], [-0.3, -0.9, 0.3], [0.2, -0.1, 0.0], [0.0, 0.0, 0.0], [0.0, 0.0, 0.1], [0.0, 0.1, 0.1], [-0.1, -0.3, 0.2], [0.0, 0.0, -0.2], [-0.4, 0.1, -0.2], [-0.2, -0.3, -0.2], [-0.1, 0.3, -0.2], [-0.1, 0.1, 0.0], [0.1, 0.1, 0.0], [0.0, 0.4, 0.1], [0.0, 0.0, 0.3], [0.0, -0.1, -0.3], [0.0, 0.1, -0.2], [0.0, -0.1, -0.1], [0.1, 0.0, -0.3], [0.2, 0.1, -0.3], [0.2, 0.3, -0.3], [-0.1, 0.0, 0.0], [0.1, 0.2, -0.1], [0.2, 0.2, 0.3], [-0.2, -0.7, -0.3], [0.0, 0.0, 0.0], [0.0, 0.0, 0.0], [0.0, 0.0, 0.0], [0.2, 0.0, 0.1], [0.1, -0.2, -0.2], [0.2, 0.1, 0.0], [0.0, -0.1, 0.0], [0.0, 0.0, -0.1], [-0.1, -0.1, 0.0], [0.0, 0.0, 0.0], [-0.1, -0.1, 0.0], [0.0, 0.1, 0.2], [0.0, 0.0, 0.0], [0.0, 0.0, 0.0], [0.0, 0.0, 0.0], [0.0, -0.1, 0.0], [0.0, 0.1, 0.0], [0.0, 0.1, 0.0], [0.0, 0.1, 0.1], [0.0, 0.0, 0.0], [-0.2, -0.1, 0.1], [0.0, 0.5, 0.1], [0.0, -0.1, 0.1], [0.0, 0.3, -0.1], [0.0, 0.0, 0.0], [-0.1, 0.1, -0.1], [0.0, 0.0, 0.0], [0.1, -0.1, 0.1], [0.0, 0.0, 0.1], [0.0, 0.0, 0.0], [-0.2, 0.0, 0.1], [0.0, 0.0, -0.1], [0.2, 0.0, -0.1], [0.0, 0.1, 0.0], [0.0, 0.0, 0.0], [0.0, -0.1, 0.0], [-0.2, 0.0, 0.1], [0.0, 0.0, 0.0], [0.0, 0.0, 0.0], [0.0, 0.0, 0.0]], "lowdin_charge": [-0.050, -0.259, -0.181, -0.194, -0.203, -0.270, 0.658, -0.184, -0.254, -0.188, -0.459, 1.329, -0.643, 0.734, -0.426, -0.148, -0.460, 0.901, -0.314, -0.183, -0.139, -0.082, 0.061, -0.097, -0.757, 0.027, 0.707, -0.233, -0.155, -0.215, -0.068, -0.016, -0.484, 0.173, 0.015, 0.072, 0.078, 0.087, 0.118, 0.122, 0.120, 0.106, 0.076, 0.029, 0.063, -0.007, 0.081, 0.070, 0.009, 0.043, -0.155, 0.100, 0.094, 0.088, 0.090, 0.078, 0.029, 0.070, 0.086, 0.125, 0.132, 0.003, 0.101, 0.109, 0.113, 0.005, 0.121, 0.098, 0.129, -1.573, 0.526, 0.537, 0.487, -0.094, -1.500, 0.535, 0.492, 0.553, 0.021, -1.523, 0.562, 0.536, 0.546, 0.015, -1.555, 0.562, 0.555, 0.544, -0.001, -1.502, 0.586, 0.557, 0.525, 0.016, -1.538, 0.538, 0.477, 0.521, 0.015, -1.506, 0.552, 0.523, 0.554, 0.022, -1.551, 0.492, 0.538, 0.521, 0.012]}

# 3
{"formula": "C2H40O19", "method": "ωB97M-V/def2-TZVPD", "gap_ha": 0.3408, "symbols": ["C", "C", "O", "H", "H", "H", "H", "H", "H", "O", "H", "H", "O", "H", "H", "O", "H", "H", "O", "H", "H", "O", "H", "H", "O", "H", "H", "O", "H", "H", "O", "H", "H", "O", "H", "H", "O", "H", "H", "O", "H", "H", "O", "H", "H", "O", "H", "H", "O", "H", "H", "O", "H", "H", "O", "H", "H", "O", "H", "H", "O"], "coordinates": [[-0.53607, -0.95190, -0.88054], [-0.06977, -0.36585, 0.22027], [0.12767, -0.88092, 1.46478], [-0.82731, -0.48359, -1.84549], [-0.96643, -1.95380, -0.81573], [0.35003, 0.64277, 0.09254], [-0.68717, -1.42798, 1.59871], [-1.34049, 1.62253, 2.24824], [-1.02755, 0.37302, 2.99355], [-0.72234, 1.27299, 2.87944], [-2.24396, -4.08495, -0.27244], [-3.20171, -3.17114, -1.01681], [-2.82709, -3.32297, -0.15223], [3.07133, 0.48723, 2.92610], [3.43075, 0.76362, 1.34977], [3.69910, 0.39863, 2.20357], [-2.59005, -1.41284, -3.22227], [-3.23118, -0.39956, -2.29939], [-2.84602, -0.47141, -3.16358], [-0.08837, 2.46838, -0.59519], [-0.21267, 1.58303, -1.73329], [-0.42195, 2.51034, -1.56078], [0.51004, 3.09698, 1.93327], [-0.91704, 3.15773, 1.25157], [0.03871, 3.12795, 1.07517], [-3.76545, 2.15640, 1.71778], [-2.82019, 2.98011, 0.89888], [-2.88506, 2.10443, 1.30052], [2.32562, 2.56196, -0.36186], [2.67858, 1.01281, -0.70833], [2.75414, 1.70041, -0.02112], [-1.91608, 4.61798, -0.32265], [-2.13530, 3.43311, -1.23748], [-2.52070, 3.87800, -0.44311], [-0.53540, -0.90514, -4.42034], [0.14603, -1.82413, -3.57167], [0.35729, -1.21516, -4.28316], [2.39666, -0.84249, -2.90315], [3.65685, -0.80836, -2.15524], [2.86399, -0.27260, -2.24600], [1.40325, 1.58349, 3.80806], [0.90564, 0.36772, 4.27153], [1.72369, 0.89374, 4.42395], [4.89648, -1.04747, 0.49518], [3.44471, -0.71763, 0.85010], [3.98393, -1.30808, 0.30828], [2.48121, -3.07914, 1.17611], [2.82703, -2.75659, -0.30841], [2.40409, -3.39967, 0.25218], [1.87588, 4.00237, -2.24214], [2.81133, 2.92082, -2.67860], [1.92068, 3.02483, -2.31091], [0.06244, -3.69009, -0.82402], [0.61319, -4.60542, 0.37867], [-0.11176, -4.38231, -0.18592], [-2.30383, -2.70249, 2.87435], [-2.59139, -2.23116, 1.47357], [-2.18768, -1.93957, 2.29629], [-3.15284, -1.17211, -0.09080], [-4.05825, -0.11256, 0.41872], [-4.01922, -0.80428, -0.30847]], "atomic_forces_ev_per_a": [[-1.5, -0.9, -0.4], [1.5, 1.3, -0.7], [-1.1, -0.5, -1.2], [0.8, 0.2, 1.0], [0.2, 0.0, 0.2], [-0.1, -0.4, 0.6], [0.8, -0.2, 0.6], [-0.8, 0.2, -0.5], [0.0, -0.3, 0.0], [0.5, 0.0, 1.1], [0.4, 0.0, 0.3], [-0.5, 0.1, -0.3], [0.1, -0.3, 0.1], [-0.5, 0.3, -0.2], [-0.7, 1.3, 0.7], [1.0, -0.5, 0.3], [-0.4, 0.7, 0.0], [-0.6, 0.2, 1.1], [0.8, -1.0, -1.0], [-0.8, 1.0, -1.7], [-0.2, 0.1, -1.0], [0.3, -1.0, 2.5], [-0.7, -0.2, -0.7], [0.6, 0.0, 0.1], [0.2, 0.6, 0.4], [0.6, -0.3, 0.1], [0.1, 0.2, -1.0], [-1.1, -0.5, 1.1], [1.0, -2.4, 0.3], [-0.2, 0.6, -0.2], [-0.7, 1.4, -0.3], [-0.1, 0.2, 0.0], [-0.1, -0.2, 0.8], [0.4, 0.7, -0.9], [-0.4, 0.9, -0.6], [0.6, -0.4, 0.4], [-0.1, -0.4, 0.3], [-0.2, 1.1, 0.5], [0.4, 0.2, 0.7], [-0.4, -1.1, -1.2], [0.7, 0.2, 0.4], [0.9, -0.2, 0.6], [-1.5, 0.0, -1.1], [-0.4, -0.1, 0.2], [0.2, -0.4, 0.4], [0.6, -0.2, -1.0], [0.2, 0.0, -1.2], [0.5, 0.6, 0.2], [-0.7, -0.9, 1.1], [-0.4, -0.8, -0.1], [-0.1, -0.3, 0.0], [1.1, 1.3, -0.3], [1.0, 0.0, 0.5], [1.1, 0.6, -0.2], [-2.5, -0.7, -0.5], [0.1, 0.1, 0.1], [-0.3, -0.4, -0.4], [-0.1, 0.0, 0.3], [0.1, -0.2, -0.4], [-0.2, -0.9, -1.5], [0.3, 1.4, 1.6]], "lowdin_charge": [0.004, -0.250, -0.018, 0.045, 0.028, 0.083, 0.052, -0.025, 0.030, -0.059, 0.042, 0.050, -0.056, 0.013, -0.015, -0.063, 0.041, -0.011, -0.051, 0.029, 0.023, -0.094, 0.081, 0.022, -0.058, 0.080, -0.015, -0.066, 0.072, 0.006, -0.096, 0.066, 0.065, -0.059, 0.020, 0.017, -0.036, 0.049, 0.036, -0.059, 0.031, 0.045, -0.069, 0.072, -0.001, -0.072, 0.063, -0.002, -0.070, 0.072, 0.061, -0.075, 0.011, 0.017, -0.053, 0.081, 0.005, -0.023, -0.020, 0.073, -0.066]}